No. 1
A 6-piece molecular cluster, C18H36O18 overall, computed with ωB97M-V/def2-TZVPD.

Geometry (Å):
C -2.03 1.59 -1.72
O -0.83 1.14 -1.11
C -0.14 0.22 -1.79
O -0.43 -0.20 -2.88
O 0.91 -0.11 -1.06
C 1.71 -1.15 -1.59
H -2.43 2.37 -1.09
H -2.75 0.77 -1.85
H -1.88 2.01 -2.72
H 2.74 -1.25 -1.26
H 1.80 -1.13 -2.67
H 1.24 -2.12 -1.37
C 5.25 -6.89 -3.60
O 4.91 -5.57 -3.19
C 4.39 -4.80 -4.14
O 4.26 -5.11 -5.29
O 4.05 -3.64 -3.58
C 3.49 -2.64 -4.42
H 4.36 -7.49 -3.79
H 5.81 -7.34 -2.79
H 5.86 -6.84 -4.50
H 2.40 -2.63 -4.33
H 3.74 -2.68 -5.47
H 3.86 -1.69 -4.02
C 6.07 -0.49 -0.33
O 5.05 -0.18 -1.27
C 4.88 1.11 -1.57
O 5.33 2.04 -0.96
O 4.04 1.17 -2.60
C 3.24 2.33 -2.72
H 6.01 0.09 0.58
H 7.05 -0.33 -0.79
H 5.98 -1.55 -0.12
H 3.15 2.59 -3.77
H 3.62 3.15 -2.11
H 2.22 2.10 -2.39
C -4.18 4.57 0.56
O -5.57 4.79 0.78
C -6.07 4.48 1.96
O -5.49 4.02 2.91
O -7.37 4.80 1.95
C -8.06 4.59 3.16
H -3.96 4.77 -0.48
H -3.93 3.56 0.86
H -3.60 5.26 1.17
H -8.04 3.56 3.51
H -9.10 4.89 3.02
H -7.66 5.22 3.95
C 0.11 -1.31 2.20
O -1.06 -1.70 1.51
C -0.91 -2.66 0.60
O 0.10 -3.23 0.32
O -2.08 -2.76 -0.06
C -2.29 -3.94 -0.79
H 0.12 -0.25 2.43
H 1.01 -1.53 1.63
H 0.16 -1.77 3.18
H -1.46 -4.64 -0.69
H -2.37 -3.71 -1.86
H -3.21 -4.46 -0.52
C -2.86 1.97 2.66
O -2.00 1.24 3.54
C -1.90 1.70 4.79
O -2.60 2.55 5.27
O -0.92 1.03 5.38
C -0.68 1.37 6.75
H -3.06 2.95 3.08
H -3.83 1.47 2.59
H -2.36 1.95 1.69
H 0.37 1.17 6.94
H -1.33 0.78 7.39
H -0.82 2.44 6.91

The structure (SMILES) is COC(=O)OC.COC(=O)OC.COC(=O)OC.COC(=O)OC.COC(=O)OC.COC(=O)OC. The total charge is 0. Its largest force on an atom is 2.5 eV Å⁻¹. Its total energy is -2061.7929 Ha. The frontier orbital gap is 11.334 eV. As for the highest occupied orbital energy: -10.77 eV.

***

No. 2
C20H17Cl2IrN4O2S as an isolated structure, computed with ωB97M-V/def2-TZVPD.

Geometry (Å):
Ir -0.52 -0.45 -0.89
N -0.99 -3.05 2.39
C -0.53 -1.98 3.15
C -0.32 -1.83 4.52
C 0.16 -0.60 4.93
C 0.42 0.44 4.02
C 0.21 0.28 2.67
C -0.27 -0.95 2.25
N -0.58 -1.40 0.98
C -0.99 -2.64 1.10
C -1.36 -3.32 -0.12
C -1.73 -4.59 -0.41
S -1.92 -4.76 -2.10
C -1.50 -3.11 -2.32
N -1.24 -2.48 -1.21
H -1.25 -3.96 2.73
H -0.51 -2.63 5.22
H 0.34 -0.44 5.99
H 0.80 1.38 4.40
H 0.43 1.06 1.95
H -1.88 -5.42 0.26
H -1.44 -2.65 -3.29
C -2.89 2.90 -1.57
C -1.48 3.42 -1.72
C -1.23 4.76 -2.01
C 0.07 5.22 -2.15
C 1.13 4.34 -2.01
C 0.93 3.00 -1.73
C 2.08 2.04 -1.62
C -0.40 2.55 -1.58
N -0.64 1.21 -1.31
H -3.61 3.71 -1.67
H -3.02 2.42 -0.60
H -3.10 2.14 -2.33
H -2.07 5.44 -2.12
H 0.25 6.26 -2.37
H 2.15 4.70 -2.13
H 3.02 2.56 -1.78
H 1.99 1.25 -2.36
H 2.11 1.55 -0.65
Cl 3.98 -2.38 -2.26
C 3.22 -2.71 -0.69
Cl 2.48 -4.34 -0.67
C 2.16 -1.64 -0.37
O 2.37 -0.93 0.60
O 1.16 -1.67 -1.17
H 3.99 -2.70 0.06

The total charge is 0. Its largest force on an atom is 0.5 eV Å⁻¹. Its total energy is -2564.7593 Ha. The frontier orbital gap is 7.252 eV. As for the highest occupied orbital energy: -7.59 eV.